Entry from OMol25: a 2-piece molecular cluster, C2H7NOS overall in a non-equilibrium geometry (ωB97M-V with the def2-TZVPD basis set).

Geometry as XYZ:
```
12
Properties=species:S:1:pos:R:3:forces:R:3
C -1.4452 -0.6181 0.9458 -0.50 -2.70 2.31
C -1.5715 0.9847 -1.3171 -1.80 -3.13 0.20
N 2.3034 -0.5882 0.7079 2.92 1.56 2.05
O -1.4383 0.7844 1.4465 0.52 0.61 0.51
S -2.4959 0.5843 0.2707 -0.35 1.18 -2.16
H -2.1322 -1.2221 1.7761 1.30 1.37 -1.96
H 1.5619 -0.7605 0.1461 -2.66 -0.58 -2.80
H -1.6386 1.9868 -1.6395 -0.39 0.98 -0.34
H -0.5805 0.6291 -1.2080 1.11 0.03 0.64
H -1.9867 0.1770 -2.0336 0.16 1.67 0.79
H 2.6801 0.3610 0.5157 -0.44 -0.99 -0.07
H 1.8216 -0.4859 1.5830 0.12 0.00 0.83
```
Positions in Å, forces in eV/Å.

- Total charge: 0
- E_tot: -16555.492 eV
- Gap between HOMO and LUMO: 8.80 eV

Entry from OMol25: C33H33BrN3O2S2V as an isolated structure (ωB97M-V with the def2-TZVPD basis set).

Geometry as XYZ:
```
75
Properties=species:S:1:pos:R:3:forces:R:3
V -0.9612 -0.7781 -1.2239 0.17 0.19 0.26
C 1.1657 0.2838 -3.8291 0.05 0.02 0.04
C 1.6750 -0.9018 -3.0717 -0.04 0.04 -0.02
C 2.9186 -1.4426 -3.4147 -0.03 0.05 -0.02
C 3.3639 -2.5976 -2.8185 -0.01 -0.06 0.04
C 2.5302 -3.2468 -1.9130 0.08 0.05 -0.05
C 1.3143 -2.6749 -1.6186 -0.12 -0.04 0.05
N 0.9143 -1.4847 -2.1341 0.00 -0.21 0.13
C 0.2913 -3.3802 -0.8066 0.02 -0.02 -0.02
C 0.4112 -4.6700 -0.3111 0.00 0.04 -0.01
C -0.6795 -5.2369 0.3277 -0.01 -0.05 0.02
C -1.8577 -4.5213 0.4776 0.01 0.02 -0.01
C -1.9099 -3.2270 -0.0108 -0.02 -0.03 0.00
N -0.8478 -2.7032 -0.6387 -0.17 -0.21 -0.01
C -3.0823 -2.3194 0.1108 0.08 -0.02 -0.01
C -4.2790 -2.7178 0.6639 -0.05 0.02 0.00
C -5.3184 -1.7957 0.7327 0.00 -0.03 0.00
C -5.1261 -0.5248 0.2381 0.00 0.02 -0.01
C -3.8977 -0.1820 -0.3252 0.05 0.02 -0.05
C -3.6818 1.1603 -0.9489 -0.01 0.05 0.01
N -2.8969 -1.0655 -0.3637 -0.08 -0.18 0.10
H 0.6236 -0.0757 -4.7066 0.02 -0.01 0.00
H 0.4795 0.8907 -3.2506 -0.01 0.01 0.00
H 1.9995 0.8980 -4.1671 -0.01 0.01 -0.01
H 3.5098 -0.9399 -4.1676 0.01 0.00 0.01
H 4.3263 -3.0187 -3.0764 0.00 0.00 0.01
H 2.8252 -4.1873 -1.4734 0.00 0.00 -0.01
H 1.3215 -5.2353 -0.4382 0.00 -0.01 -0.01
H -0.6141 -6.2489 0.7042 0.00 0.00 0.00
H -2.7091 -4.9686 0.9672 0.01 0.00 0.01
H -4.4175 -3.7243 1.0282 -0.01 0.00 0.00
H -6.2703 -2.0807 1.1600 0.00 0.00 0.00
H -5.9200 0.2088 0.2625 0.00 0.00 0.00
H -4.0933 1.1615 -1.9600 -0.01 -0.01 0.00
H -4.1837 1.9400 -0.3767 -0.01 0.00 -0.02
H -2.6245 1.4114 -1.0343 0.00 -0.03 0.01
O -0.0561 0.9646 -1.0120 0.23 0.18 0.02
S 1.2278 1.2434 -0.1827 -0.34 -0.01 -0.14
C 0.7282 2.5591 0.9057 -0.02 -0.01 0.05
C -0.6070 2.9107 1.0029 0.02 0.00 0.03
C -0.9679 3.9117 1.8963 -0.01 0.00 0.01
C -0.0042 4.5290 2.6804 -0.01 0.00 0.00
C 1.3314 4.1588 2.5724 0.02 0.00 -0.01
C 1.7087 3.1695 1.6785 -0.02 -0.01 0.03
C 2.3011 2.1034 -1.2768 0.04 0.09 -0.08
C 1.9045 3.2743 -1.9194 0.00 -0.05 0.02
C 2.7844 3.8756 -2.7974 0.04 -0.01 -0.02
C 4.0440 3.3175 -3.0148 -0.02 0.03 -0.01
C 4.4302 2.1575 -2.3626 -0.01 -0.02 0.02
C 3.5495 1.5347 -1.4857 0.03 0.04 -0.05
H -1.3423 2.4198 0.3831 0.00 0.00 0.01
H -2.0037 4.2155 1.9734 0.00 -0.01 0.00
H -0.2908 5.3096 3.3720 0.00 0.00 0.00
H 2.0818 4.6492 3.1773 0.00 0.00 0.00
H 2.7516 2.8925 1.5785 0.00 -0.01 0.00
H 0.9254 3.6986 -1.7344 0.00 0.00 0.01
H 2.5006 4.7836 -3.3117 -0.01 0.00 0.01
H 4.7300 3.8012 -3.6974 0.00 0.00 0.00
H 5.4134 1.7397 -2.5315 0.00 0.00 0.00
H 3.8305 0.6224 -0.9732 -0.01 0.00 0.01
O -0.4493 -0.5813 0.9838 0.04 0.07 -0.08
S -0.8132 -1.2870 2.2930 0.02 -0.12 -0.18
C -1.5720 -0.0328 3.3489 -0.04 0.10 0.00
C -0.4430 0.6494 4.1126 -0.03 0.01 -0.02
C 0.5014 -0.4795 4.5138 -0.01 -0.04 0.00
C 0.7347 -1.3024 3.2477 0.05 0.07 -0.01
H -2.2528 -0.5643 4.0170 0.01 -0.02 0.00
H -2.1553 0.6071 2.6867 0.00 0.03 0.02
H -0.8296 1.1952 4.9721 0.00 -0.01 0.01
H 0.0666 1.3644 3.4646 0.02 0.04 -0.04
H 0.0433 -1.0983 5.2877 0.00 0.00 0.00
H 1.4493 -0.1168 4.9089 0.00 0.02 -0.01
H 1.0443 -2.3309 3.4195 -0.02 -0.01 0.01
H 1.4414 -0.8188 2.5699 0.02 -0.02 0.01
Br -2.0357 -1.0506 -3.3407 0.05 0.08 -0.04
```
Positions in Å, forces in eV/Å.

- Total charge: +2
- 2S+1: 3
- E_tot: -160713.932 eV
- Gap between HOMO and LUMO (alpha / beta): 7.91 / 8.23 eV

Entry from OMol25: a 2-piece molecular cluster, C5H9N4 overall in a non-equilibrium geometry (ωB97M-V with the def2-TZVPD basis set).

Geometry as XYZ:
```
18
Properties=species:S:1:pos:R:3:forces:R:3
C 0.0020 0.7841 0.1143 2.77 -1.20 1.69
C -0.6006 2.0947 0.0482 0.45 -2.46 -0.80
C -0.6071 -0.3544 0.0148 -3.21 -1.11 -0.27
C -2.8228 -1.3402 0.1235 -1.32 -0.95 3.82
C -3.2851 0.0681 -0.2579 1.65 -0.34 0.57
N -1.8847 2.0768 0.0682 -1.03 3.97 0.62
N -2.5380 1.0312 0.0168 0.68 -3.08 -0.30
N -1.3563 -1.4406 -0.0606 2.10 -0.31 -2.59
N 2.7819 0.3780 -0.1284 -2.48 4.65 -4.06
H 1.0841 0.6451 0.5678 -1.57 0.40 -1.00
H 0.0896 2.9077 0.0913 -0.59 0.98 0.05
H -3.0327 -1.5864 1.2955 0.33 0.84 -2.60
H -3.4639 -2.1128 -0.3865 1.33 0.58 0.05
H -4.1073 0.0365 -0.9013 -1.51 0.70 -1.05
H -1.0309 -2.2128 -0.7693 -0.83 1.95 1.73
H 3.4799 -0.1165 0.2526 3.37 -2.56 1.32
H 3.0437 1.3944 0.0520 -0.35 -1.63 -0.16
H 2.8009 0.3596 -1.2312 0.18 -0.44 2.97
```
Positions in Å, forces in eV/Å.

- Total charge: +1
- E_tot: -11278.364 eV
- Gap between HOMO and LUMO: 7.86 eV

Entry from OMol25: a single C5H8O molecule in a non-equilibrium geometry (ωB97M-V with the def2-TZVPD basis set).

Geometry as XYZ:
```
14
Properties=species:S:1:pos:R:3:forces:R:3
C 1.4212 -0.8098 -1.3196 0.12 0.23 -0.07
C 0.5803 -1.0252 -0.3243 -0.16 -0.99 -0.90
C -0.8626 -0.5522 -0.3737 -0.25 0.09 -0.46
C -0.7924 0.7295 0.4046 1.11 -0.06 0.07
C -0.2720 0.5195 1.6067 -1.47 1.35 1.31
O -0.7639 1.9119 -0.2293 0.46 0.11 -1.13
H 1.0564 -0.3629 -2.2361 0.28 0.23 -0.05
H 2.4760 -1.0257 -1.1953 -0.08 -0.18 -0.31
H 0.9384 -1.6340 0.5024 -0.40 0.50 0.32
H -1.1508 -0.3097 -1.3834 -0.22 -0.31 -0.53
H -1.5342 -1.2974 0.0607 -0.06 0.28 -0.01
H -0.9943 -0.0942 2.1191 1.00 -1.12 0.88
H 0.2141 1.3504 2.0689 0.04 0.46 0.90
H -0.3162 2.5997 0.2991 -0.38 -0.59 -0.02
```
Positions in Å, forces in eV/Å.

- Total charge: 0
- E_tot: -7359.339 eV
- Gap between HOMO and LUMO: 9.19 eV

Entry from OMol25: a 2-piece molecular cluster, C7H6O overall in a non-equilibrium geometry (ωB97M-V with the def2-TZVPD basis set).

Geometry as XYZ:
```
14
Properties=species:S:1:pos:R:3:forces:R:3
C -1.8314 -0.0372 -0.2657 1.19 0.61 0.33
C -0.5362 0.4159 -0.8814 2.43 1.24 1.70
C 0.6345 0.3286 -0.1595 -2.73 -2.56 0.12
C 1.7572 0.9111 -0.6394 6.95 7.26 -1.81
C 2.6353 1.8178 -0.8220 -3.38 -4.22 0.55
C 0.9478 -0.5197 0.9818 -1.25 -7.35 2.75
C 0.9034 -1.6854 1.5832 1.44 5.95 -0.81
H -2.4555 -1.9205 0.4921 3.68 4.03 2.63
H -2.2876 -0.7412 -0.9108 -1.00 0.35 -1.23
H -2.3664 0.9570 -0.1365 -0.20 -1.53 0.38
H -0.3521 1.2006 -1.6803 -1.25 -1.31 0.57
H 3.4770 2.4668 -1.0149 -0.44 -0.41 0.02
H 1.0460 -2.3300 2.5117 -0.31 1.03 -1.97
O -1.5720 -0.8637 0.9417 -5.12 -3.09 -3.23
```
Positions in Å, forces in eV/Å.

- Total charge: 0
- E_tot: -9393.874 eV
- Gap between HOMO and LUMO: 7.96 eV

Entry from OMol25: a 6-piece molecular cluster, C36H81N3O6 overall in a non-equilibrium geometry (ωB97M-V with the def2-TZVPD basis set).

Geometry as XYZ:
```
126
Properties=species:S:1:pos:R:3:forces:R:3
C 12.9277 24.3919 30.7237 0.93 0.09 -0.15
C 13.0228 22.9202 31.1118 0.55 -1.31 -2.10
C 14.5259 22.5268 31.4588 -1.03 0.89 1.10
C 11.9624 22.7219 32.1926 0.39 -1.05 0.70
C 11.6598 21.2140 32.4704 0.31 0.80 -0.32
C 11.3001 20.5410 31.1155 -0.80 1.30 1.35
C 12.3378 20.6723 29.9987 -0.26 -0.83 1.03
C 13.5468 19.7860 30.2955 -0.23 -0.35 0.44
C 11.6395 20.1367 28.7423 0.27 -0.17 -0.55
N 12.6330 22.0913 29.8747 -1.65 1.07 0.92
O 13.4578 22.3553 28.7636 0.70 -0.22 0.60
H 12.8275 24.9512 31.6539 -0.21 0.26 -0.08
H 13.8588 24.7346 30.2723 -0.03 -0.01 -0.20
H 12.1190 24.6024 30.0239 -0.16 -0.12 0.25
H 14.9993 22.0061 30.6265 0.02 0.38 0.14
H 15.0405 23.4402 31.7569 0.32 0.20 -0.60
H 14.6560 21.9642 32.3834 -0.46 -0.64 -0.13
H 12.3008 23.2911 33.0585 0.51 -0.48 0.48
H 11.0598 23.3050 32.0096 -0.29 -0.40 -0.87
H 12.4827 20.7353 33.0013 0.48 -0.01 -0.38
H 10.8720 21.1158 33.2173 -0.48 0.08 -0.33
H 10.4564 21.1353 30.7648 -0.30 0.06 -0.14
H 10.8575 19.5628 31.3036 0.62 -0.39 -0.35
H 13.8861 19.8089 31.3311 0.10 0.66 0.03
H 14.3700 20.0447 29.6295 0.00 -0.47 -0.08
H 13.1885 18.7579 30.2436 0.37 -0.24 -0.71
H 10.7349 20.6711 28.4522 0.24 0.55 0.00
H 11.2816 19.1125 28.8473 0.25 -0.17 0.51
H 12.3526 20.0897 27.9192 -0.11 0.25 -0.25
H 12.8258 22.4441 28.0465 -0.12 0.36 -0.54
C 20.1063 25.4983 24.6868 -0.80 -0.92 0.23
C 19.6455 24.6339 23.4389 0.90 0.46 0.09
C 19.5094 25.7083 22.3081 -0.60 -1.33 0.60
C 20.8373 23.6455 22.9838 -0.84 0.87 1.80
C 20.9850 22.4073 23.9025 -0.27 -0.40 0.22
C 19.6093 21.7209 24.0393 -0.39 0.97 -1.63
C 18.3560 22.6464 24.5072 2.51 -1.05 -0.25
C 17.1616 21.7312 24.2516 -1.47 0.90 -0.05
C 18.5165 23.0371 25.9707 -1.19 -0.49 0.70
N 18.3722 23.8753 23.6961 1.44 -1.28 -2.33
O 17.1711 24.5881 23.6801 0.76 0.14 0.35
H 20.6493 24.9524 25.4583 0.45 -0.13 -0.34
H 20.6269 26.4193 24.4247 0.09 -0.21 -0.09
H 19.2047 25.7667 25.2375 -0.22 0.43 -0.10
H 20.4808 26.1865 22.1827 -0.07 -0.09 -0.14
H 19.1945 25.1837 21.4061 -0.01 0.31 -0.20
H 18.7727 26.4617 22.5871 -0.01 -0.01 -0.12
H 20.7785 23.3450 21.9377 -0.65 -0.21 0.05
H 21.7415 24.2538 23.0034 0.10 0.12 0.27
H 21.7458 21.7897 23.4251 -0.38 -0.60 -0.34
H 21.4410 22.4596 24.8912 -0.06 1.26 0.21
H 19.5757 20.7104 24.4468 0.21 0.33 0.94
H 19.4105 21.4791 22.9952 -0.61 0.14 -0.30
H 16.9643 20.9940 25.0298 0.52 0.03 0.21
H 17.1240 21.2033 23.2987 0.63 0.17 -0.12
H 16.2573 22.3395 24.2335 -0.16 0.11 0.07
H 18.1300 22.2568 26.6264 0.71 -0.53 0.12
H 17.7863 23.7952 26.2539 0.11 0.67 -0.30
H 19.5202 23.3637 26.2426 -0.18 -0.19 -0.01
H 17.2438 25.1319 24.4678 -0.53 0.51 0.46
C 12.5729 28.3701 22.0611 -0.55 0.34 -0.03
C 11.8521 27.4543 21.0158 0.10 0.73 0.07
C 12.0790 28.1149 19.5872 -0.58 -0.76 0.78
C 12.4755 26.0214 20.9632 -0.37 2.17 -0.20
C 11.9841 25.1464 22.0798 1.17 0.94 -1.02
C 10.4842 25.0083 22.1413 1.31 -0.21 0.01
C 9.7822 26.3531 22.2632 -1.59 0.87 -1.06
C 8.2746 26.2002 21.8515 -0.05 0.79 -0.28
C 9.7309 26.7267 23.7263 0.40 1.65 0.19
N 10.3865 27.3717 21.3242 2.18 -3.94 -0.45
O 9.7820 28.5695 21.2561 -1.12 1.71 0.20
H 13.6558 28.2485 22.0403 -0.02 0.08 0.01
H 12.3093 29.4160 21.9034 0.29 0.15 -0.76
H 12.2034 28.3373 23.0860 0.10 -1.05 0.18
H 11.5881 29.0805 19.4652 0.04 0.01 0.25
H 13.1377 28.2386 19.3590 0.09 0.00 0.30
H 11.6819 27.4358 18.8328 -0.13 -0.02 -0.08
H 12.3454 25.6165 19.9596 -0.39 -0.27 0.04
H 13.5513 26.1523 21.0797 0.14 0.03 -0.06
H 12.5765 24.2712 21.8133 -0.54 -0.87 1.07
H 12.3467 25.6331 22.9852 0.17 -0.40 0.32
H 10.4065 24.5032 23.1040 -1.09 -0.57 -0.29
H 10.1977 24.4230 21.2675 -0.56 -0.07 0.22
H 7.6850 27.1058 21.9943 0.45 0.50 0.52
H 7.7232 25.4857 22.4627 0.34 -0.49 -0.25
H 8.1123 26.0836 20.7800 0.37 -0.87 -0.09
H 10.7248 26.9970 24.0830 0.13 -0.89 0.43
H 9.1666 25.9732 24.2759 0.50 0.00 0.27
H 9.2350 27.6828 23.8936 -0.52 0.03 -0.36
H 9.3547 28.5086 20.3987 -0.37 0.56 -0.07
C 8.4685 22.6111 26.4927 1.53 -1.25 0.25
C 8.1228 22.6978 27.9857 -0.70 1.17 -1.24
C 9.0780 23.4742 28.8505 1.35 -1.04 -0.15
O 6.9045 23.4398 27.9803 -0.93 0.28 0.74
H 7.8870 21.8016 26.0513 -0.47 0.39 -0.30
H 9.4882 22.2675 26.3188 0.39 -0.10 0.26
H 8.4302 23.5483 25.9374 -0.60 0.06 0.34
H 7.9017 21.7125 28.3960 0.36 -0.20 0.09
H 9.9385 22.8369 29.0543 0.08 -0.41 0.30
H 8.6514 23.7283 29.8208 -0.07 0.41 -0.29
H 9.6108 24.2560 28.3091 -0.76 0.67 0.10
H 6.1949 22.8470 27.7218 -0.10 0.06 -0.10
C 14.2137 20.2744 22.2969 -0.23 -0.36 0.58
C 13.1619 19.9974 23.4151 0.36 -0.49 -1.90
C 12.6769 18.5535 23.4138 -1.09 0.21 -1.06
O 13.6321 20.3064 24.6640 0.70 1.07 1.94
H 14.2760 21.3301 22.0330 -0.22 -0.02 -0.05
H 13.9721 19.6613 21.4286 0.07 0.23 -0.16
H 15.2144 20.0081 22.6373 0.03 -0.27 0.07
H 12.3590 20.7084 23.2204 -0.42 -0.30 0.13
H 13.4380 17.7773 23.4938 0.29 0.27 0.29
H 12.1886 18.3760 22.4556 0.00 -0.14 -0.21
H 11.8778 18.4034 24.1397 0.28 0.00 0.32
H 14.3169 19.6778 24.9037 0.15 -0.02 0.13
C 11.8129 24.9698 25.8346 -1.06 0.58 -0.94
C 12.7143 23.8547 25.3246 -0.23 1.07 0.64
C 14.1354 24.1896 25.4692 2.53 0.99 -0.02
O 12.3506 22.7444 26.0602 -0.65 -1.57 0.97
H 12.0837 25.9958 25.5852 0.36 -0.18 -0.77
H 11.6248 25.1169 26.8982 0.44 -1.10 0.32
H 10.8578 24.7461 25.3594 -0.33 0.43 0.30
H 12.5743 23.6473 24.2638 -0.61 0.17 -0.16
H 14.4945 24.5818 24.5178 0.19 0.14 -0.09
H 14.8281 23.3891 25.7290 -0.36 -0.49 -0.12
H 14.3580 24.9611 26.2064 -0.29 0.10 0.22
H 12.8154 21.9902 25.6904 0.16 -0.56 -0.05
```
Positions in Å, forces in eV/Å.

- Total charge: 0
- E_tot: -55394.151 eV
- Gap between HOMO and LUMO: 8.29 eV

Results for energy above the lowest of the compared OMol25 structures with the same formula, charge and spin: 509.4; 0.0; 686.7; 281.3; 805.3; 532.1 (in kJ/mol, following the order of the records).